10
Properties=species:S:1:pos:R:3:mulliken_charge:R:1 method="wB97M-V/def2-TZVPD" e_lumo_ev=-0.93 e_above_lowest_ev=1.516 total_charge=0 energy_ha=-342.40021 gap_ev=9.495 e_homo_ev=-10.43 smiles="O=CC(=O)CO"
C -0.16781 1.00195 -0.07814 -0.32
H 0.23990 1.35437 0.88874 0.26
H 0.99745 -2.35363 0.27179 0.37
C 1.11230 -1.25246 0.20886 -0.09
O -1.44109 1.51923 -0.34738 -0.52
O -1.22727 -1.14213 -0.09791 -0.56
H -2.04104 0.75599 -0.28716 0.36
O 2.17103 -0.68475 0.31742 -0.44
H 0.55267 1.30821 -0.85362 0.28
C -0.19613 -0.50680 -0.02258 0.66